(1)
62
Properties=species:S:1:pos:R:3:lowdin_charge:R:1 method="wB97M-V/def2-TZVPD" homo_energy_ev=-10.4 charge=+1 largest_force_ha_per_bohr=0.0675 total_energy_ha=-1453.89789 gap_ev=8.16
La 0.4221 0.1566 -0.1295 2.11
O -0.8716 2.2770 -2.1342 -0.14
C -2.0963 2.1612 -2.8446 -0.21
C -3.3605 2.0344 -1.9708 -0.15
N -3.4569 0.9582 -1.0152 -0.16
C -3.2264 -0.3964 -1.4713 -0.06
C -1.7743 -0.7916 -1.1859 -0.66
O -1.5027 -1.2853 -0.0624 -0.12
O -0.8596 -0.5260 -2.0074 -0.14
C -3.3222 1.2048 0.3987 -0.07
C -1.9079 1.1738 1.0170 -0.65
O -1.7174 0.5956 2.0867 0.01
O -0.9684 1.8042 0.4132 -0.27
H -1.1029 2.4394 -1.1942 0.04
H -2.0108 1.3028 -3.5184 0.11
H -2.2321 3.0717 -3.4480 0.12
H -4.2024 1.9298 -2.6723 0.13
H -3.5012 2.9684 -1.4202 0.13
H -3.4430 -0.4525 -2.5396 0.14
H -3.8815 -1.0755 -0.9102 0.13
H -3.9161 0.4584 0.9365 0.13
H -3.7440 2.1914 0.6170 0.14
N 2.1922 1.0286 1.7037 -0.09
C 3.2261 1.9762 1.2763 -0.24
C 2.5599 3.1622 0.5794 -0.21
N 1.8371 2.7360 -0.6175 -0.11
C 2.6054 2.8354 -1.8631 -0.19
C 2.9102 1.4491 -2.4397 -0.24
N 1.6735 0.6650 -2.4461 -0.09
H 1.5859 1.4972 2.3792 0.09
H 2.6205 0.2441 2.1927 0.08
H 3.8939 1.4696 0.5775 0.11
H 3.8240 2.3456 2.1207 0.12
H 3.3277 3.9116 0.3440 0.12
H 1.8489 3.6056 1.2795 0.13
H 1.0045 3.3068 -0.7135 0.10
H 3.5495 3.3704 -1.7023 0.12
H 2.0279 3.3888 -2.6094 0.13
H 3.6432 0.9316 -1.8147 0.10
H 3.3385 1.5730 -3.4449 0.12
H 1.7885 -0.1692 -3.0180 0.09
H 0.9420 1.2204 -2.9004 0.07
C -1.1242 -4.4956 2.6227 -0.04
N -0.8462 -3.0766 2.7304 -0.13
C -1.8909 -2.2722 3.3441 -0.02
C 0.1214 -2.4790 1.9903 -0.43
N 0.4183 -1.2284 1.9993 0.01
N 0.9146 -3.3456 1.2365 0.16
C 1.7913 -3.0424 0.2327 -0.50
N 2.4133 -4.1434 -0.2720 0.17
N 2.0187 -1.8476 -0.1973 0.00
H -1.9482 -4.7382 3.2895 0.09
H -0.2635 -5.0890 2.9492 0.10
H -1.4220 -4.7827 1.6080 0.10
H -2.3480 -2.8462 4.1489 0.09
H -2.6522 -1.9960 2.6080 0.10
H -1.4917 -1.3554 3.7743 0.08
H -0.2491 -0.6992 2.5610 0.03
H 0.7299 -4.3294 1.3553 0.12
H 2.2720 -5.0590 0.1147 0.11
H 3.0856 -4.0555 -1.0118 0.11
H 2.7460 -1.8656 -0.9104 0.07

---

(2)
71
Properties=species:S:1:pos:R:3:lowdin_charge:R:1 method="wB97M-V/def2-TZVPD" homo_energy_ev=-13.2 charge=+2 de_lowest_kj_mol=287.3 largest_force_ha_per_bohr=0.0115 total_energy_ha=-3034.36174 gap_ev=6.42
Ta -0.4461 -0.2485 0.3798 1.43
C 0.3017 -3.9415 -2.9206 0.02
C 1.4928 -3.4822 -2.1325 -0.25
N 2.6828 -3.9931 -2.4082 0.17
C 3.7269 -3.7119 -1.6253 -0.04
C 3.6401 -2.9847 -0.4516 -0.11
C 4.8243 -2.8310 0.4653 -0.17
O 4.9215 -1.4757 0.9006 -0.05
C 2.3985 -2.4034 -0.1487 -0.04
C 2.1991 -1.7948 1.1476 0.00
N 1.2045 -1.0740 1.5102 -0.08
C 1.1361 -0.7335 2.9015 -0.36
C 2.2315 -0.2252 3.5853 -0.03
C 2.1125 0.0776 4.9311 -0.03
C 0.9063 -0.1158 5.5941 -0.03
C -0.2003 -0.6142 4.9177 -0.10
C -0.0750 -0.9170 3.5735 -0.56
I -1.7169 -1.6510 2.4582 1.26
C 1.3625 -2.5903 -1.0672 -0.14
O 0.1248 -2.0006 -0.8332 -0.15
H 0.5868 -4.8070 -3.5119 0.10
H -0.0745 -3.1778 -3.6047 0.09
H -0.5222 -4.2110 -2.2576 0.10
H 4.6744 -4.1421 -1.9300 0.13
H 5.7248 -3.1588 -0.0526 0.14
H 4.7036 -3.4812 1.3383 0.14
H 5.8251 -1.1632 0.7967 0.11
H 2.9340 -2.0400 1.9078 0.14
H 3.1631 -0.0559 3.0571 0.13
H 2.9643 0.4761 5.4647 0.13
H 0.8187 0.1253 6.6448 0.13
H -1.1387 -0.7638 5.4339 0.11
Cl -2.7681 6.4876 3.0418 0.75
C -2.3888 4.9432 2.3894 -0.64
C -1.0814 4.4841 2.4394 -0.09
C -0.7896 3.2445 1.8978 -0.54
Cl 0.8321 2.6176 1.9806 0.78
C -1.7763 2.4633 1.3125 -0.30
O -1.4253 1.2833 0.7493 -0.33
C -3.0911 2.9122 1.3089 -0.10
C -4.2020 2.0309 0.8501 -0.17
O -4.1219 0.8312 0.8463 0.06
C -3.3888 4.1609 1.8307 -0.03
H -0.3064 5.0849 2.8941 0.12
H -5.1498 2.5464 0.6175 0.14
H -4.4105 4.5203 1.8177 0.13
C -5.0069 1.5136 -2.6398 -0.06
C -5.2471 0.2489 -2.1237 -0.05
C -4.1860 -0.5550 -1.7436 -0.04
C -2.8706 -0.1130 -1.8800 -0.23
C -2.6382 1.1566 -2.4128 -0.03
C -3.7004 1.9643 -2.7856 -0.06
C -1.8056 -1.0289 -1.4385 -0.09
C -0.4304 -0.9186 -1.6768 -0.30
C 0.6136 -0.0040 -2.2303 -0.18
C 0.8886 1.1611 -1.4841 -0.10
C 2.0145 1.9416 -1.7349 -0.03
C 2.8850 1.5730 -2.7416 -0.03
C 2.6148 0.4403 -3.5039 -0.01
C 1.5092 -0.3526 -3.2431 0.01
H -5.8334 2.1427 -2.9429 0.12
H -6.2610 -0.1123 -2.0164 0.12
H -4.3772 -1.5378 -1.3289 0.12
H -1.6317 1.5188 -2.5677 0.11
H -3.5091 2.9414 -3.2097 0.11
H -2.1298 -2.0392 -1.2229 0.12
H 0.1375 1.5859 -0.8179 0.07
H 2.1794 2.8430 -1.1597 0.12
H 3.7581 2.1740 -2.9560 0.12
H 3.2752 0.1724 -4.3182 0.13
H 1.3323 -1.2161 -3.8611 0.12

---

(3)
256
Properties=species:S:1:pos:R:3:lowdin_charge:R:1 method="wB97M-V/def2-TZVPD" homo_energy_ev=-14.9 charge=+4 de_lowest_kj_mol=0.0 largest_force_ha_per_bohr=0.0930 total_energy_ha=-11696.00312 gap_ev=6.95
C 15.6294 22.2828 16.5726 0.03
C 16.5337 23.0716 15.5688 -0.46
C 16.3009 24.5490 15.6069 -0.15
C 16.4945 25.2011 16.9225 -0.13
C 18.0262 25.1364 17.4006 -0.09
C 18.5462 23.7249 17.0886 -0.37
N 17.9379 23.1902 15.7752 -0.01
O 18.6996 23.0360 14.8605 0.21
C 18.2083 22.7300 18.2346 0.02
C 20.1067 23.9105 16.8822 0.00
C 16.1452 22.4486 14.2377 0.01
H 15.7469 22.3712 17.6340 0.08
H 15.6022 21.2488 16.2754 0.07
H 14.6363 22.6466 16.3598 0.11
H 15.2490 24.6498 15.4012 0.14
H 16.9198 25.0196 14.8071 0.16
H 15.8115 25.0019 17.7310 0.12
H 16.3447 26.2797 16.5791 0.15
H 18.3578 25.5052 18.3799 0.14
H 18.4672 25.8318 16.6801 0.11
H 17.6000 23.2538 18.9561 0.10
H 19.1435 22.4415 18.6545 0.09
H 17.7960 21.8529 17.8730 0.04
H 20.5608 24.1751 17.7957 0.08
H 20.2839 24.6925 16.0857 0.11
H 20.5012 22.9513 16.5282 0.06
H 16.4042 21.4207 14.2961 0.06
H 16.6726 22.8928 13.3228 0.13
H 15.0949 22.5485 14.0826 0.10
C 26.4868 22.8270 10.0407 -0.01
C 26.5395 22.8124 11.5919 -0.49
C 27.4036 23.9887 12.0459 -0.13
C 27.2685 24.3807 13.4907 -0.15
C 25.7706 24.7771 13.7586 -0.11
C 24.7819 23.6487 13.5842 -0.36
N 25.1622 23.1231 11.9971 0.01
O 24.2846 23.0460 11.2617 0.21
C 23.2938 23.9268 13.4460 -0.01
C 25.0441 22.4803 14.4989 0.00
C 27.0066 21.4890 12.1558 0.01
H 27.5368 22.6891 9.7054 0.11
H 26.0363 23.7904 9.7143 0.11
H 26.0090 22.0422 9.4696 0.09
H 27.0108 24.8146 11.4523 0.13
H 28.4493 23.7151 11.7436 0.16
H 27.9636 25.2632 13.5742 0.14
H 27.5864 23.6683 14.2491 0.11
H 25.4786 25.6225 13.1049 0.14
H 25.7531 25.0880 14.8208 0.14
H 22.7050 23.0354 13.3267 0.04
H 23.1604 24.6295 12.5763 0.12
H 23.0757 24.3811 14.4161 0.11
H 24.4793 22.6737 15.3889 0.10
H 26.0920 22.3552 14.7282 0.07
H 24.5579 21.5901 14.1339 0.08
H 27.3056 21.4625 13.1852 0.06
H 27.9668 21.4169 11.4844 0.15
H 26.4531 20.5665 11.9380 0.09
C 14.0550 12.2511 14.4287 -0.08
C 13.2541 13.0412 15.3602 -0.19
N 13.7157 14.4654 15.5572 -0.21
C 15.1633 14.4319 15.9770 0.00
C 13.6581 15.2600 14.1833 -0.14
C 12.3309 15.1903 13.4525 -0.05
C 12.9500 15.2089 16.6890 -0.05
C 13.3485 14.8550 18.1124 -0.24
O 12.5767 13.7919 18.5454 -0.19
C 11.2581 14.1217 19.0725 -0.05
H 14.8237 11.7178 14.9835 0.09
H 14.5559 12.7438 13.6050 0.09
H 13.4290 11.4455 14.0405 0.10
H 13.3751 12.6160 16.3359 0.12
H 12.1924 13.0222 15.0522 0.14
H 15.3019 13.7235 16.7697 0.10
H 15.4992 15.3680 16.3836 0.06
H 15.7073 14.0574 15.1059 0.11
H 14.4709 14.9006 13.6286 0.09
H 13.7540 16.3453 14.4574 0.13
H 12.3935 15.9649 12.6209 0.12
H 11.5831 15.5674 14.1292 0.08
H 12.1980 14.2685 12.9537 0.06
H 11.8850 15.0433 16.5298 0.13
H 13.1558 16.3275 16.5697 0.13
H 13.2370 15.7172 18.7520 0.12
H 14.4411 14.6536 18.2436 0.12
H 11.3536 14.5222 20.0498 0.08
H 10.8156 13.1452 19.1254 0.08
H 10.5796 14.7364 18.4104 0.11
C 26.3277 15.4803 10.3820 -0.07
C 24.9893 16.1767 10.3976 -0.15
N 23.7603 15.3258 9.9305 -0.25
C 23.7170 15.4019 8.4584 -0.01
C 23.8089 13.9252 10.5518 -0.11
C 22.6732 13.0056 10.0613 -0.03
C 22.5037 16.0728 10.3502 -0.11
C 22.1840 16.1396 11.7612 -0.21
O 21.3107 15.0380 12.0038 -0.19
C 20.5630 15.0976 13.2133 -0.05
H 26.6348 14.8452 11.2489 0.10
H 27.1020 16.2511 10.2994 0.09
H 26.4401 14.7811 9.5089 0.09
H 25.0526 17.0949 9.7615 0.15
H 24.7642 16.4664 11.3879 0.07
H 24.6592 15.0783 8.1082 0.09
H 23.5936 16.4268 8.0516 0.12
H 22.8438 14.8557 8.0435 0.12
H 23.6725 14.1863 11.6223 0.13
H 24.8295 13.6348 10.3481 0.11
H 22.8548 12.0162 10.6149 0.12
H 22.8318 12.7699 9.0492 0.06
H 21.6910 13.3412 10.3228 0.06
H 21.7191 15.5295 9.8637 0.13
H 22.4735 17.1239 9.9222 0.17
H 21.7368 17.0947 12.0424 0.11
H 23.0912 16.0413 12.4039 0.10
H 20.3249 16.1202 13.3957 0.08
H 21.1543 14.6840 14.0474 0.09
H 19.7067 14.4510 13.1586 0.09
C 31.9445 20.8602 28.4661 0.07
N 30.5893 20.3456 28.0388 -0.07
C 29.5699 21.2446 28.2340 0.04
C 28.2948 20.8779 27.8145 0.05
C 28.0194 19.6535 27.2302 -0.10
C 29.0994 18.7817 27.0292 0.06
C 30.3373 19.1668 27.5000 -0.01
C 26.5901 19.2711 26.8041 -0.14
C 25.9749 19.9082 25.7600 0.03
C 24.6359 19.7055 25.5996 -0.05
N 23.9773 18.7016 26.1712 -0.05
C 24.6399 17.9193 27.0759 0.05
C 25.9402 18.2376 27.4331 0.03
C 22.5033 18.4899 25.9138 0.08
H 32.3965 21.4201 27.7053 0.09
H 32.5803 19.9895 28.5631 0.10
H 31.7715 21.3779 29.4297 0.13
H 29.8091 22.1689 28.7283 0.15
H 27.5353 21.6118 28.0323 0.14
H 28.9750 17.7585 26.6578 0.15
H 31.2581 18.5201 27.4040 0.18
H 26.4771 20.6979 25.1574 0.17
H 24.0156 20.3278 24.9515 0.15
H 24.0787 17.1042 27.4723 0.15
H 26.3912 17.7470 28.2934 0.14
H 21.9175 18.9700 26.7397 0.13
H 22.3900 17.4070 25.8448 0.11
H 22.2221 18.9797 25.0246 0.07
C 13.5404 7.0853 21.1564 0.03
N 14.5221 7.5756 22.1385 -0.10
C 15.3997 6.7635 22.7356 0.00
C 16.2649 7.3009 23.6340 0.05
C 16.2788 8.7046 23.7923 -0.16
C 15.4479 9.5371 23.0948 0.04
C 14.5797 8.9003 22.2307 -0.02
C 17.2742 9.3354 24.6490 -0.14
C 17.9822 10.4686 24.2554 0.09
C 19.1303 10.8404 25.0070 0.06
N 19.4635 10.1069 26.1047 -0.05
C 18.6891 9.0916 26.5276 -0.01
C 17.5305 8.7410 25.8936 0.04
C 20.6463 10.5235 26.9796 0.07
H 13.6788 6.0206 21.0602 0.09
H 13.7888 7.4950 20.1388 0.13
H 12.5557 7.3093 21.6222 0.13
H 15.3095 5.7175 22.4299 0.16
H 16.8981 6.6878 24.1918 0.12
H 15.4823 10.6415 23.0945 0.15
H 13.8882 9.5379 21.6060 0.18
H 17.6938 11.0676 23.3578 0.13
H 19.7495 11.7099 24.8209 0.08
H 18.8157 8.6987 27.5310 0.15
H 16.8412 7.9558 26.2391 0.15
H 20.5345 10.2691 28.0000 0.09
H 20.6219 11.6052 26.8628 0.08
H 21.5600 10.1724 26.5054 0.11
C 27.5412 18.2797 17.9154 0.06
N 26.1604 17.6939 18.0708 -0.06
C 26.0269 16.4342 18.5312 0.03
C 24.7292 16.0811 18.9116 0.06
C 23.6258 16.8283 18.5216 -0.17
C 23.8464 18.0458 17.9277 0.05
C 25.1375 18.4905 17.7327 0.00
C 22.2885 16.5234 18.8654 -0.17
C 21.9538 16.5347 20.1704 0.04
C 20.6506 16.2601 20.5036 0.05
N 19.7015 15.9661 19.5663 -0.03
C 20.0455 16.0578 18.2945 0.03
C 21.3342 16.3529 17.9067 0.07
C 18.2886 15.6884 19.9773 0.09
H 28.0123 17.5564 17.3406 0.07
H 28.0068 18.2864 18.9117 0.12
H 27.4011 19.1998 17.4317 0.06
H 26.9349 15.7951 18.5244 0.17
H 24.5056 15.1384 19.3457 0.13
H 22.9908 18.6626 17.7310 0.11
H 25.3695 19.3921 17.1305 0.15
H 22.6528 16.9680 20.8324 0.11
H 20.3521 16.2481 21.5455 0.13
H 19.2723 16.0182 17.5635 0.14
H 21.4492 16.4325 16.8761 0.10
H 18.0382 14.6862 19.9551 0.07
H 17.6618 16.2293 19.2749 0.08
H 18.1590 16.1554 20.9671 0.11
N 19.2385 14.0748 23.8692 -0.30
S 18.9272 15.2765 24.7606 0.44
O 20.0086 15.6960 25.6353 -0.33
O 17.6383 15.2157 25.3973 -0.27
F 18.9103 16.4294 23.6737 -0.20
S 20.8876 13.7921 23.8024 0.53
O 21.2044 13.0491 24.9880 -0.31
O 21.7396 14.9123 23.5346 -0.29
F 21.0541 12.8782 22.5516 -0.14
N 21.1968 20.7226 14.4231 -0.31
S 20.8131 19.9593 15.7199 0.55
O 20.8935 18.4982 15.5834 -0.30
O 19.6303 20.5824 16.3187 -0.29
F 22.1509 20.3400 16.5657 -0.22
S 21.9608 20.1998 13.1078 0.54
O 22.4403 21.3005 12.3857 -0.27
O 21.1483 19.1994 12.4766 -0.27
F 23.2625 19.4349 13.7197 -0.20
N 23.3384 19.6689 22.4799 -0.31
S 24.7834 19.0450 22.3985 0.47
O 24.9374 18.3054 23.6071 -0.29
O 25.8194 19.8382 21.9180 -0.24
F 24.6928 17.8025 21.3859 -0.19
S 22.4122 20.4509 21.4146 0.50
O 23.1529 21.0973 20.4114 -0.26
O 21.3446 21.0462 22.1425 -0.26
F 21.7346 19.2576 20.5908 -0.18
N 17.9071 9.6084 19.4182 -0.29
S 17.2713 10.9610 19.7961 0.41
O 15.9716 10.9516 20.2742 -0.26
O 17.6579 11.9688 18.9104 -0.27
F 18.1236 11.3820 21.1015 -0.22
S 17.8053 8.3524 20.3740 0.56
O 16.5120 7.6912 20.1956 -0.29
O 18.2357 8.4107 21.7623 -0.28
F 18.9213 7.5883 19.6117 -0.13
N 15.3958 18.3460 15.9215 -0.31
S 16.6398 17.8720 15.0820 0.42
O 16.2948 16.9844 14.0077 -0.26
O 17.7519 17.5210 15.8035 -0.24
F 17.0058 19.2346 14.4868 -0.13
S 15.1281 18.1583 17.4064 0.57
O 15.6942 16.8600 17.9719 -0.36
O 13.7747 18.5259 17.7982 -0.28
F 16.0829 19.3196 18.0581 -0.21
N 25.6995 17.6256 15.1154 -0.30
S 26.8959 18.4467 14.5940 0.52
O 26.9623 19.6673 15.3445 -0.29
O 27.0031 18.4613 13.1362 -0.30
F 28.1102 17.4872 15.0004 -0.18
S 25.1299 16.1480 14.7863 0.53
O 25.7108 15.1532 15.6300 -0.26
O 24.9039 15.7626 13.4264 -0.28
F 23.7308 16.4387 15.3829 -0.14